[1]
C19H25FLiN3O2S | ωB97M-V/def2-TZVPD

Element x y z (Å)
S 2.3078 -0.1341 -1.6492
F -0.6734 1.6111 -0.8092
O 0.7274 4.3453 -2.6920
O 0.7165 0.0141 1.5717
N 1.1390 2.1444 -2.4316
N -0.9480 -1.6889 -0.5238
N 1.6793 0.6129 -4.0863
C 2.7539 3.5758 -3.6322
C -0.6453 0.8993 -4.8721
C 1.2433 -1.3216 1.5881
C 5.1311 4.0378 -4.9904
C 0.2655 -2.2187 2.3200
C 3.8965 2.8594 -3.2967
C -1.4004 -2.5446 0.4012
C -1.7070 -3.1543 -2.2475
C -1.1916 -2.1524 1.8392
C 1.7030 0.9309 -2.7897
C 3.9925 4.7636 -5.3178
C -2.1826 -4.0380 -1.2945
C 1.4498 3.3939 -2.9056
C 2.8105 4.5425 -4.6306
C 5.0856 3.0965 -3.9726
C -2.0270 -3.7313 0.0463
C -1.5196 1.5642 -5.9242
C 0.8248 1.2160 -5.0982
C -1.0947 -1.9923 -1.8131
Li -0.4549 0.2252 0.0357
H -0.9332 1.2349 -3.8732
H -0.6936 -1.2668 -2.5134
H -1.2793 1.2095 -6.9282
H 1.9190 5.1156 -4.8486
H -2.5738 1.3610 -5.7423
H 3.8682 2.1302 -2.4974
H -2.3854 -4.4016 0.8151
H 0.6355 -3.2438 2.2273
H -1.3862 2.6467 -5.9131
H 0.3331 2.0365 -1.7187
H 0.9842 2.2919 -5.1343
H -0.7825 -0.1881 -4.8976
H 6.0573 4.2147 -5.5218
H 1.4061 -1.6563 0.5617
H 0.2733 -1.9690 3.3822
H 1.1610 0.8260 -6.0602
H 4.0297 5.5078 -6.1019
H 1.4192 0.6190 1.3141
H -1.5742 -1.1403 1.9880
H -1.7904 -2.8025 2.4781
H 5.9756 2.5453 -3.7013
H 2.2052 -1.3279 2.1039
H -1.8070 -3.3559 -3.3038
H -2.6729 -4.9562 -1.5913
H 2.1264 -0.2663 -4.3025

Results
Orbital gap (eV): 8.63
Calculated total energy (hartree): -1559.479039
Max |F| (eV Å⁻¹): 0.5
Highest occupied orbital energy (Eh): -0.303

Mulliken atomic charge list, values in e, 2 entries:
1. S -0.328
2. F -0.910

[2]
C19H25FN3O8P2SiTl | ωB97M-V/def2-TZVPD

Element x y z (Å)
Tl 1.2287 -1.2553 -0.1880
P 3.1498 -0.0033 3.4901
P 2.6683 2.3454 1.1291
Si -0.5266 -0.3494 -3.4173
F -0.1145 -3.8159 -0.6748
O 2.3488 0.2532 4.7069
O 3.0118 -1.1398 2.5367
O 0.3680 0.7960 2.0832
O 4.7701 -0.1724 4.0586
O 2.5870 1.3126 0.0417
O 1.6596 3.3798 1.4428
O -3.1156 -1.1442 -0.0866
O 4.0610 3.2423 0.6979
N 4.7827 0.9512 1.6728
N -1.0838 -0.4029 0.7824
N -0.3830 -1.7588 -2.4966
C -2.1870 2.0641 3.3011
C -1.1100 -3.8828 -1.6085
C -3.5015 2.4229 3.5970
C 3.6480 1.5361 2.5267
C -3.1100 -4.1244 -3.4473
C -4.5739 1.8414 2.9219
C -0.2465 -0.6089 -5.2803
C 4.1814 2.5940 3.4872
C 0.7900 0.8793 -2.8948
C -2.2803 -3.0135 -3.4601
C -2.1833 0.5359 -3.2498
C -1.9174 -4.9888 -1.5775
C -4.3661 0.8820 1.9307
C -0.7633 0.5012 1.7390
C -2.0062 1.1154 2.3188
C -1.2222 -2.8052 -2.5289
C -2.4574 -0.4523 0.6642
C -2.9479 -5.1341 -2.5087
C -3.0610 0.5359 1.6500
H 1.7900 0.4411 -2.9628
H 0.7410 -1.0508 -5.4432
H -5.5850 2.1432 3.1731
H -0.9845 -1.2866 -5.7169
H 4.8867 2.1657 4.1976
H -1.3343 2.4989 3.8063
H -2.4442 -2.2488 -4.2098
H -5.1899 0.4223 1.3983
H 4.6305 3.4252 2.9442
H 4.7230 -0.8381 4.7517
H 3.7345 3.9940 0.1936
H -3.5998 -5.9983 -2.4856
H 4.3077 0.5651 0.8393
H -3.6975 3.1663 4.3615
H -1.7366 -5.7305 -0.8079
H -3.0193 -0.0769 -3.5940
H -3.9016 -4.1966 -4.1870
H 0.6656 1.2249 -1.8651
H 5.3962 1.7049 1.3679
H -2.3652 0.7624 -2.1963
H 0.7673 1.7625 -3.5418
H 3.3288 2.9751 4.0487
H 5.2653 0.2237 2.2071
H -2.1850 1.4748 -3.8138
H -0.2911 0.3402 -5.8248

Results
Charge: -2
Orbital gap (eV): 5.79
Calculated total energy (hartree): -2750.135569
Max |F| (eV Å⁻¹): 0.8
Highest occupied orbital energy (Eh): -0.050

Mulliken atomic charge list, values in e, 2 entries:
1. Tl 0.805
2. P 0.823

[3]
C19H25HfN3SSi | ωB97M-V/def2-TZVPD

Element x y z (Å)
Hf -0.5507 0.5330 1.4774
S -2.4652 0.1058 2.9978
Si -0.5548 0.1326 -1.4197
N -0.8708 2.5920 2.4306
N -2.2810 1.2054 5.4229
N -0.9926 2.2332 3.8259
C 0.9710 -1.2648 1.9754
C 1.8214 0.8809 1.7035
C 1.8008 1.6665 -1.6951
C 0.6722 -0.5312 3.1659
C -1.9418 -4.2281 -2.3402
C 3.1567 -0.2020 -3.2600
C 1.1987 0.8078 2.9973
C 1.7020 -0.4029 1.0996
C 1.1595 0.4789 -2.0853
C -2.7517 -3.1590 -2.7473
C -0.6768 -3.9668 -1.8144
C 3.1295 1.8947 -2.0580
C -1.0603 -1.5740 -2.0587
C -0.2301 -2.6477 -1.6917
C -2.3197 -1.8342 -2.5951
C 1.8163 -0.4284 -2.9133
C -1.7262 1.4449 -2.1564
C 3.8139 0.9529 -2.8368
C -1.8927 1.2659 4.1425
H -0.5482 1.3586 -0.2061
H 0.7477 -2.4595 -1.2349
H 1.2488 2.4070 -1.1067
H 1.3275 1.5245 3.8051
H 3.6739 -0.9466 -3.8646
H 0.2717 -0.9491 4.0881
H -2.7470 1.0552 -2.1914
H -2.9824 -1.0066 -2.8543
H -1.9052 1.8240 6.1352
H -1.7185 2.4094 -1.6384
H -2.2970 -5.2560 -2.4218
H -1.3481 1.6029 -3.1788
H 2.4070 1.7162 1.3165
H -3.7409 -3.3575 -3.1543
H -0.1133 3.2858 2.3413
H 3.6223 2.8082 -1.7316
H -0.0393 -4.7775 -1.4714
H 0.7514 -2.3202 1.7992
H -1.7051 3.1323 2.1574
H 4.8544 1.1264 -3.1104
H -0.2846 -0.6646 -0.0683
H 1.2916 -1.3065 -3.2967
H -2.9333 0.4861 5.7072
H -0.9257 3.0471 4.4556
H 2.1647 -0.6954 0.1575

Results
Charge: +2
Orbital gap (eV): 6.25
Calculated total energy (hartree): -1638.379084
Max |F| (eV Å⁻¹): 3.2
Highest occupied orbital energy (Eh): -0.510

Mulliken atomic charge list, values in e, 2 entries:
1. Hf 1.342
2. S -0.409

[4]
C19H25N3O5 | ωB97M-V/def2-TZVPD

Element x y z (Å)
O 2.0444 2.8875 -0.6630
O 4.7543 -0.0309 -1.0541
O -4.2153 1.0866 -1.0153
O 1.3874 -3.2039 0.3673
O -4.5119 -0.5085 1.3611
N 3.6239 -1.4051 0.3265
N 1.5776 1.4342 0.9042
N 0.7036 2.6587 -0.7372
C -0.8519 1.2369 0.4971
C 4.2638 -0.2567 0.0336
C -5.4750 -0.9353 0.4116
C -4.0221 1.8651 -2.1721
C 1.9750 -2.7972 -0.8639
C -3.1544 0.8905 -0.1713
C -0.2662 -2.0463 -0.8837
C -1.9018 1.4359 -0.3981
C -4.9240 -1.9941 -0.5369
C 0.0601 -2.7042 0.4583
C 3.9541 2.1259 0.6711
C -1.0622 0.4966 1.6539
C 1.1206 -1.6321 -1.3656
C -3.3563 0.0961 0.9804
C 3.4516 -2.4647 -0.6361
C 4.3568 0.7420 1.1835
C 2.5122 2.1285 0.3326
C -2.3013 -0.0629 1.8775
C 0.4514 1.7899 0.2093
H 4.1441 2.8887 1.4306
H -1.7015 2.0352 -1.2702
H 1.4312 -0.7097 -0.8738
H -0.6113 -3.5339 0.6983
H -6.2704 -1.3610 1.0299
H 3.1496 -1.5299 1.2069
H 1.9217 -3.6366 -1.5771
H -0.2556 0.3670 2.3571
H -4.9883 1.8798 -2.6745
H -5.8755 -0.0883 -0.1512
H -3.2746 1.4214 -2.8370
H -2.4933 -0.6511 2.7609
H 3.9091 -2.1331 -1.5705
H 0.0138 -1.9684 1.2704
H -0.7012 -2.7746 -1.5698
H 3.9603 -3.3666 -0.2795
H 3.7141 0.4497 2.0123
H -4.1522 -1.5708 -1.1747
H -4.4943 -2.8171 0.0300
H 5.3946 0.7698 1.5200
H -5.7253 -2.3749 -1.1637
H 4.5243 2.3733 -0.2263
H -3.7272 2.8885 -1.9229
H -0.9496 -1.2089 -0.7685
H 1.1880 -1.5039 -2.4428

Results
Orbital gap (eV): 8.95
SMILES: CCOc1ccc(-c2noc(CCC(=O)NC[C@@H]3CCCO3)n2)cc1OC
Calculated total energy (hartree): -1279.460153
Max |F| (eV Å⁻¹): 1.2
Highest occupied orbital energy (Eh): -0.305

Mulliken atomic charge list, values in e, 2 entries:
1. O -0.204
2. O -0.684

[5]
C19H25N3O5S5Ti | ωB97M-V/def2-TZVPD

Element x y z (Å)
Ti -0.8204 -0.3430 0.0607
S -1.6475 -2.0109 -1.3812
S 1.7179 -4.5859 -0.5126
S 0.7511 -2.0335 0.7789
S 1.1187 2.1893 -0.9377
S -0.4855 -4.5721 -2.4935
O -2.6368 3.0019 -0.4277
O 1.3720 -6.4422 -2.3550
O -2.4237 0.8029 -0.2427
O 1.6255 3.3770 -0.3371
O 0.4677 1.2646 0.0381
N -1.4529 -0.0659 2.2823
N 0.0691 2.6125 -2.0863
N -2.4882 0.3849 4.5442
C -2.7877 -0.7048 2.3670
C 2.2960 1.2331 -1.7950
C 3.9194 -0.5147 -1.7921
C 2.6046 1.5493 -3.1127
C 4.2355 -0.2360 -3.1226
C 0.9563 -5.4242 -1.8895
C -0.4236 -3.2600 -1.3404
C 3.5719 0.8071 -3.7658
C -3.5141 -0.2410 3.6429
C -1.3224 -0.5473 4.7068
C 5.2657 -1.0583 -3.8398
C 2.9596 0.2141 -1.1185
C 0.5764 -3.2655 -0.4459
C -2.4819 1.9135 -0.9443
C -0.5931 -0.6156 3.3517
C -0.7740 1.6060 -2.7431
C -2.0131 1.6810 3.9530
C -1.5980 1.3982 2.4990
C -2.2579 1.7788 -2.4326
H -3.3666 -0.4265 1.4898
H 4.4286 -1.3219 -1.2799
H 5.4797 -0.6578 -4.8284
H 3.8112 1.0385 -4.7956
H -0.6911 -0.1586 5.5030
H 2.7129 -0.0226 -0.0961
H -2.3286 1.7791 1.7871
H -2.9067 0.5642 5.4550
H -1.1888 2.0282 4.5737
H -1.7252 -1.5110 5.0138
H -3.9753 -1.0645 4.1840
H -2.6551 2.6767 -2.9042
H -0.6000 1.6604 -3.8176
H -0.6479 1.8816 2.2800
H 2.0915 2.3563 -3.6193
H -2.8298 2.3973 4.0153
H -4.2668 0.5194 3.4421
H -0.3363 -1.6428 3.1085
H -0.3633 3.5059 -1.8687
H -2.6417 -1.7845 2.3575
H -0.4425 0.6021 -2.4386
H 4.9174 -2.0859 -3.9556
H -2.7894 0.9057 -2.8133
H 0.3317 -0.0401 3.3711
H 6.1957 -1.0925 -3.2719

Results
Charge: +1
Orbital gap (spin up / spin down) (eV): 6.52 / 6.51
Calculated total energy (hartree): -4119.779019
<S²>: 0.76
Spin multiplicity: 2
Max |F| (eV Å⁻¹): 0.5
Highest occupied orbital energy (spin up / spin down) (Eh): -0.355 / -0.354

Mulliken atomic charge list, values in e, 2 entries:
1. Ti 0.620
2. S -0.355

[6]
C19H25N3PS | ωB97M-V/def2-TZVPD

Element x y z (Å)
S 0.9643 3.1611 -1.1453
P -0.4029 2.1573 -2.0006
N -2.2585 4.5557 -2.6253
N -0.8389 5.0533 -4.3711
N -0.8625 2.8845 -3.5564
C 0.1405 -0.7779 3.6804
C 0.6147 -0.8968 -5.5363
C 0.6576 -3.5110 7.6273
C 0.4497 -4.8826 7.6752
C -1.3113 4.1536 -3.5242
C -0.2924 -2.6870 7.0395
C 1.3477 0.5832 -7.7779
C 1.5480 -0.7897 -7.7504
C 1.1341 1.2071 2.0089
C 0.7810 1.2164 -6.6808
C 1.3219 -0.1232 4.0013
C -0.7076 -5.4288 7.1371
C -1.6565 -4.6049 6.5477
C -0.0479 0.5530 1.6926
C 1.8190 0.8696 3.1684
C 1.1819 -1.5287 -6.6335
C 0.4170 0.4761 -5.5648
C -1.4484 -3.2332 6.4982
C -0.5487 -0.4391 2.5242
H -0.1369 0.8400 -2.3785
H -0.5897 0.8192 0.7900
H 0.6240 2.2899 -6.7108
H -1.6576 2.1439 -1.3861
H -0.2398 -1.5548 4.3314
H -0.0103 2.8574 -4.1210
H 1.8567 -0.3906 4.9037
H -0.3917 4.7922 -5.2419
H -2.1900 -2.5892 6.0413
H 0.3279 -1.4753 -4.6675
H -2.5593 -5.0318 6.1298
H -2.0579 4.5906 -1.6405
H -1.2790 5.9632 -4.3733
H 1.9913 -1.2859 -8.6035
H -3.1660 4.8439 -2.9453
H -0.1330 -1.6158 7.0072
H 2.7402 1.3784 3.4208
H 1.1893 -5.5264 8.1334
H 1.6309 1.1558 -8.6510
H -0.0234 0.9784 -4.7123
H 1.5174 1.9775 1.3532
H -0.8710 -6.4980 7.1793
H 1.3394 -2.5988 -6.6183
H -1.4719 -0.9472 2.2760
H 1.5587 -3.0848 8.0495

Results
Charge: +1
Orbital gap (eV): 6.53
Calculated total energy (hartree): -1642.566607
Max |F| (eV Å⁻¹): 1.2
Highest occupied orbital energy (Eh): -0.391

Mulliken atomic charge list, values in e, 2 entries:
1. S -0.252
2. P 0.139